[1]
The following is a DFT calculation (wB97M-V/def2-TZVPD) of one molecule with the formula C4H9NO.

The geometry in XYZ format:
```
15
Properties=species:S:1:pos:R:3:nbo_charge:R:1
H -3.1821 -0.5805 -0.7717 0.21
C -1.3398 -0.8797 0.3943 -0.08
H -1.9511 0.6436 -1.0798 0.21
H -2.8317 0.6574 0.4674 0.21
H 3.5223 -0.2437 -0.2005 0.20
C 0.7320 0.3085 0.7591 0.41
C -2.3923 0.0161 -0.2887 -0.63
H -1.7930 -1.6065 1.0759 0.19
C 2.6605 0.3550 -0.5180 -0.43
O -0.4632 -0.1055 1.2191 -0.51
N 1.4223 -0.2817 -0.1133 -0.49
H -0.8762 -1.3049 -0.4711 0.20
H 2.7899 1.3783 -0.1274 0.17
H 1.0154 1.2415 1.2662 0.14
H 2.6870 0.4018 -1.6114 0.20
```

## Properties
Orbital gap = 10.676 eV
Structure (SMILES) = CCO/C=N/C

---

[2]
The following is a DFT calculation (wB97M-V/def2-TZVPD) of one molecule with the formula C8H14N2O2.

The geometry in XYZ format:
```
26
Properties=species:S:1:pos:R:3:nbo_charge:R:1
H 2.8489 2.0629 -2.9073 0.23
C -1.5151 -0.9046 -1.4236 -0.69
H -0.7373 1.0668 2.5755 0.21
C -1.5134 0.5511 2.1587 -0.59
H 0.5188 1.9866 0.9146 0.21
C -0.7076 -0.3598 -0.2285 0.27
N 0.4563 -0.8027 -0.0124 -0.20
H 2.0608 -3.4724 -0.2841 0.19
H -1.7304 -0.4147 2.4234 0.22
H 2.8151 -1.8798 -0.8773 0.18
C 2.1279 -2.3321 -0.2053 -0.24
H -1.9748 -0.0089 -1.9281 0.22
C 2.1970 1.8432 -2.0572 -0.19
C -0.4371 2.0330 0.3975 -0.05
H -2.2331 0.9787 0.0922 0.21
H 2.1865 -2.0173 0.7467 0.19
H -0.7553 -1.3170 -2.0708 0.24
O 0.8489 -1.9457 -0.7465 -0.42
H -2.0861 -1.7038 -1.1070 0.23
H -1.0444 2.9203 0.8801 0.19
C -1.3640 0.7418 0.6163 -0.27
H -2.5088 1.1210 2.2669 0.21
C 1.1264 1.9358 -1.3057 0.45
O -0.1266 2.2598 -0.9411 -0.48
H 2.4832 0.7245 -0.2766 0.33
N 2.4052 1.7110 -0.5690 -0.66
```

## Properties
Orbital gap = 8.581 eV
Structure (SMILES) = CO/N=C(\C)[C@@H](C)COC1=CN1

---

[3]
The following is a DFT calculation (wB97M-V/def2-TZVPD) of C24H28BrNO5STl as an isolated structure.

The geometry in XYZ format:
```
61
Properties=species:S:1:pos:R:3:mulliken_charge:R:1
S 2.7980 -3.7808 -1.6037 0.00
Br 3.3837 4.2471 -2.0426 0.07
C 3.2534 -1.0563 -1.1038 0.00
C 4.6346 -1.2343 -1.8262 -1.38
H -1.7510 -0.2615 0.4947 0.51
H -0.3148 4.5102 1.9657 0.50
C -1.7402 3.4895 3.6182 -0.82
C -4.4902 -1.1047 -0.4569 0.54
N 6.1680 -3.0027 -0.9704 -0.46
H 3.1183 -4.5588 -0.5101 0.36
H -0.3987 -3.8284 -2.2740 0.41
H -1.6749 4.3612 -0.7151 0.50
H 0.5359 -4.2525 -0.0307 0.56
H 4.4562 -1.9572 -2.6651 0.59
C 2.7950 0.2252 -0.5648 0.38
C 0.5131 -0.7885 0.3631 0.44
H 0.5343 4.3499 -1.5478 0.65
H -2.6444 -2.2756 0.3180 -0.61
H -3.8357 0.9755 -0.8795 0.15
H -0.9603 2.7649 3.9975 0.27
C 0.9390 -2.0732 -0.2053 0.28
H 0.1268 -0.7493 3.0904 0.34
C -0.8112 -0.5130 1.1393 -0.52
H -1.4464 4.5433 3.8877 0.39
H -2.3383 -4.9545 -0.9302 0.36
H 5.7750 -1.3698 0.2483 0.41
H -2.7018 3.2629 4.1543 0.30
C -3.2290 -3.0704 -0.2158 0.61
C -1.2998 4.3419 1.4336 -0.85
C 2.7457 2.8286 -0.8957 -0.23
O -4.7806 -0.9138 0.7082 -0.53
H -3.7402 -0.0995 -2.3271 0.28
C -0.9458 3.8340 -0.0342 -0.35
C -0.9064 -3.2766 -1.4422 -0.38
H -3.6829 -3.7376 0.5632 0.34
C 5.6103 -1.8873 -0.7368 -0.06
O -1.9895 3.3293 2.1999 -0.22
C 1.4473 0.3499 0.1778 0.65
C -2.3542 -3.8771 -1.2400 -0.99
H -0.6935 -3.0945 0.7987 0.44
C -4.3553 0.1310 -1.4192 -0.69
C 1.0751 1.7754 0.7118 0.12
C 0.5602 4.1605 -0.4314 -1.37
C 3.6345 1.5476 -0.7045 -0.11
H 0.9492 5.1077 0.0271 0.51
H 5.8892 -3.3421 -1.9039 0.29
H -2.8917 -3.7997 -2.2300 0.41
C 1.5048 2.9375 -0.2409 0.63
H -1.0569 -2.2192 -1.8173 0.41
H -1.8208 -0.2517 3.1476 0.33
C -0.0303 -3.2893 -0.0783 -1.36
C 2.2982 -2.1954 -0.9111 1.23
O 4.8215 1.5749 -0.6372 -0.41
O -4.3308 -2.4006 -0.9027 -0.35
H -1.8567 5.3174 1.4202 0.39
O 0.5413 1.9743 1.7635 -0.40
H -5.3616 0.5229 -1.7332 0.36
H 5.0179 -0.2400 -2.1595 0.41
Tl -2.6596 0.7774 1.7211 0.52
C -0.8443 -0.5225 2.5761 -0.82
H -1.1887 2.7383 -0.1382 -0.05
```

## Properties
Orbital gap = 2.782 eV
Net charge = +3

---

[4]
The following is a DFT calculation (wB97M-V/def2-TZVPD) of C5H12N2 as an isolated structure.

The geometry in XYZ format:
```
19
Properties=species:S:1:pos:R:3:nbo_charge:R:1
C 0.9746 -0.0201 -0.0630 0.18
H -1.2737 -0.6703 -1.3037 0.18
H 2.6471 0.5111 -1.3066 0.21
H -1.0466 -1.2208 2.2284 0.16
H 0.7531 1.7545 1.0815 0.21
H 0.6389 -1.8035 0.8295 0.39
H 0.6220 0.4257 2.0991 0.21
H -2.5346 0.4900 -0.8498 0.19
N -1.1417 0.4741 0.9211 -0.35
C -1.6101 -0.5478 1.5867 -0.29
C -1.4632 0.3397 -0.9341 -0.49
H 1.4877 -1.8654 -0.7202 0.38
C 1.5551 0.6009 -1.2834 -0.66
H 1.1697 0.1051 -2.1869 0.21
N 1.2372 -1.3647 0.1267 -0.81
H -1.0459 1.1199 -1.5649 0.19
C 0.4320 0.7146 1.0618 -0.30
H 1.2818 1.6540 -1.3299 0.22
H -2.6836 -0.6969 1.6076 0.18
```

## Properties
Orbital gap (spin up / spin down) = 6.759 / 7.159 eV

---

[5]
The following is a DFT calculation (wB97M-V/def2-TZVPD) of an isolated ion of composition C2H4N3O and charge +1.

The geometry in XYZ format:
```
10
Properties=species:S:1:pos:R:3:nbo_charge:R:1
N 2.6268 0.0809 -0.1844 0.21
C 0.4096 -0.8191 0.1938 0.13
H -0.2082 -1.7618 0.2836 0.25
N 1.6153 -0.4809 0.0699 -0.10
C -1.7351 0.2626 -0.0838 0.36
O -0.5504 0.4297 0.1580 -0.33
N 3.6941 0.4934 0.1288 -0.30
H -2.5285 0.9794 0.0200 0.23
H 4.4099 0.8104 -0.5845 0.39
H -2.0056 -0.8407 -0.1592 0.17
```

## Properties
Orbital gap (spin up / spin down) = 7.208 / 7.207 eV
Net charge = +1

---

[6]
The following is a DFT calculation (wB97M-V/def2-TZVPD) of one molecule with the formula C3H7NOS2.

The geometry in XYZ format:
```
14
Properties=species:S:1:pos:R:3:nbo_charge:R:1
H 1.3364 -1.2048 0.0020 0.22
H -1.0285 -0.5854 -1.4945 0.36
N -0.0842 -0.4267 -1.2843 -0.60
S -0.6412 -2.6419 0.2832 -0.02
C 0.0854 0.9336 -1.0668 -0.24
H -1.4693 1.4404 0.2557 0.22
C 0.2891 -1.1005 -0.0340 -0.36
H 0.2853 2.1656 0.7451 0.27
H -0.0691 -2.8556 1.5085 0.15
H 1.1568 1.1511 -1.1052 0.20
H -0.5530 1.5669 -1.7033 0.21
O 1.2245 0.1688 2.1591 -0.97
S -0.0697 -0.0062 1.4417 1.18
C -0.4625 1.3947 0.2928 -0.62
```

## Properties
Orbital gap = 9.657 eV